# 1
This record from the OMol25 dataset describes 2 unconnected molecules or ions with the total composition C2H2FOS in a non-equilibrium geometry. The level of theory is ωB97M-V with the def2-TZVPD basis set.

Geometry as XYZ:
```
7
Properties=species:S:1:pos:R:3:nbo_charge:R:1
H 0.230 -0.862 0.110 0.104
C -2.432 -0.586 -0.067 0.387
F 0.376 -0.019 -1.786 -0.439
S -3.159 0.843 -0.041 -0.317
H -0.067 0.881 0.092 0.107
C -0.223 -0.098 -0.474 -0.242
O -2.494 -1.744 0.108 -0.600
```

Summary:
**Multiplicity**: 1
**Net charge**: -1
**LUMO level (alpha / beta)**: 3.762 / 3.762 eV



# 2
This record from the OMol25 dataset describes 2 unconnected molecules or ions with the total composition C9H8N2O3S in a non-equilibrium geometry. The level of theory is ωB97M-V with the def2-TZVPD basis set.

Geometry as XYZ:
```
23
Properties=species:S:1:pos:R:3:nbo_charge:R:1
C 0.116 -2.328 0.306 -0.509
H -0.227 2.466 -3.554 0.210
H 0.405 1.586 0.378 0.357
H 1.605 0.564 -0.075 0.357
C -1.576 1.177 -2.455 -0.117
H 1.849 1.642 0.926 0.355
O 2.165 -2.599 -1.161 -0.553
H 0.569 -2.205 1.363 0.255
C -0.436 1.661 -2.951 0.112
H -4.241 -0.510 -1.163 0.244
H -0.987 -0.460 0.349 0.250
O -0.371 -2.128 -4.566 -0.401
C -2.386 0.505 -1.825 0.004
C 0.247 -0.557 -2.765 0.117
C 1.120 -2.087 -0.816 0.706
O 0.614 0.786 -2.932 -0.461
C -0.717 -1.282 -0.381 -0.166
N 0.243 -1.229 -1.455 -0.469
C -3.213 -0.370 -1.257 -0.371
N 1.137 0.963 0.703 -1.064
C -0.153 -1.303 -3.765 0.684
H -0.341 -3.241 0.253 0.233
S -2.415 -1.905 -0.677 0.228
```

Summary:
**Multiplicity**: 1
**LUMO level**: -0.370 eV



# 3
This record from the OMol25 dataset describes C3H9N3O in the gas phase in a non-equilibrium geometry. The level of theory is ωB97M-V with the def2-TZVPD basis set.

Geometry as XYZ:
```
16
Properties=species:S:1:pos:R:3:nbo_charge:R:1
H 0.811 -0.178 -1.505 0.234
N 0.743 1.777 -0.517 -0.362
O -1.921 -0.103 -1.013 -0.690
H 2.106 -1.842 -0.104 0.217
C 1.398 -1.130 0.323 -0.619
N -0.463 1.535 -0.293 -0.155
H -0.184 -1.745 -1.023 0.233
H 1.934 -0.215 0.567 0.214
H -0.316 0.139 1.791 0.370
N -1.133 -0.001 1.207 -0.830
H 0.984 -1.572 1.233 0.206
C -0.797 0.107 -0.225 0.459
H -2.545 0.621 -0.855 0.474
H -1.862 0.658 1.464 0.368
H 0.936 2.777 -0.357 0.324
C 0.308 -0.828 -0.693 -0.445
```

Summary:
**Multiplicity**: 1
**LUMO level**: 0.778 eV